[1]
C54H114Be2F4N8O14S4 as an isolated structure in a non-equilibrium geometry. Source: the Open Molecules 2025 dataset; level of theory: ωB97M-V/def2-TZVPD.

Atoms and positions in Å:
Be: -1.505 -2.257 1.256
Be: 3.150 1.332 0.192
N: 2.705 -0.961 0.856
S: 2.041 -1.383 2.406
O: 2.854 -2.000 3.418
O: 0.574 -1.584 2.532
F: 2.152 0.163 2.882
S: 2.324 -2.393 0.341
O: 0.905 -2.812 0.131
O: 3.287 -3.480 0.594
F: 2.744 -1.931 -1.147
N: -0.786 -0.307 0.150
S: -0.734 1.269 0.848
O: -1.889 2.159 0.570
O: 0.623 1.692 1.134
F: -0.996 0.700 2.328
S: -0.458 0.273 -1.223
O: 0.931 0.639 -1.398
O: -1.457 1.025 -1.979
F: -0.473 -1.226 -1.969
C: 5.255 1.981 -4.456
C: 4.500 0.695 -4.130
C: 4.542 -0.235 -5.440
C: 5.953 -0.835 -5.633
C: 6.444 -1.651 -4.417
C: 6.452 -0.794 -3.136
N: 5.140 -0.067 -3.032
O: 4.860 0.400 -1.747
C: 6.496 -1.837 -1.974
C: 7.639 0.193 -3.125
C: 3.032 1.025 -3.759
H: 6.162 1.832 -5.042
H: 5.591 2.445 -3.528
H: 4.686 2.603 -5.147
H: 3.728 -0.958 -5.494
H: 4.319 0.426 -6.277
H: 6.744 -0.101 -5.784
H: 6.106 -1.332 -6.591
H: 7.429 -2.022 -4.698
H: 5.837 -2.554 -4.341
H: 6.707 -1.215 -1.104
H: 5.567 -2.370 -1.771
H: 7.250 -2.597 -2.177
H: 7.571 0.873 -2.276
H: 8.472 -0.510 -3.114
H: 7.642 0.840 -4.002
H: 2.552 1.595 -4.554
H: 3.001 1.741 -2.937
H: 2.318 0.244 -3.495
H: 5.232 1.280 -1.841
C: -0.593 -0.862 5.607
C: -1.442 -2.006 6.056
C: -1.556 -1.938 7.616
C: -2.632 -1.003 8.197
C: -3.948 -1.229 7.442
C: -3.872 -1.216 5.801
N: -2.748 -2.114 5.426
O: -2.602 -2.155 4.025
C: -5.177 -1.932 5.389
C: -3.801 0.186 5.234
C: -0.641 -3.325 5.756
H: -0.853 0.047 6.148
H: -0.715 -0.613 4.553
H: 0.471 -1.008 5.796
H: -1.716 -2.954 7.976
H: -0.588 -1.661 8.033
H: -2.427 0.049 8.001
H: -2.774 -0.989 9.278
H: -4.718 -0.518 7.740
H: -4.201 -2.214 7.835
H: -5.983 -1.341 5.826
H: -5.224 -1.973 4.301
H: -5.180 -2.945 5.791
H: -4.631 0.893 5.252
H: -3.062 0.715 5.836
H: -3.346 0.096 4.247
H: -1.265 -4.200 5.937
H: 0.170 -3.503 6.463
H: -0.329 -3.359 4.712
H: -2.663 -3.112 3.977
C: 2.547 6.344 0.611
C: 1.134 5.858 0.101
C: 0.329 7.117 -0.291
C: 0.590 7.589 -1.680
C: 0.490 6.484 -2.799
C: 1.266 5.175 -2.451
N: 1.329 4.871 -1.028
O: 2.146 3.792 -0.664
C: 0.455 4.038 -3.106
C: 2.666 5.472 -2.985
C: 0.338 5.152 1.252
H: 3.174 6.693 -0.209
H: 3.148 5.567 1.083
H: 2.484 7.124 1.370
H: -0.744 6.976 -0.158
H: 0.591 7.979 0.322
H: 1.601 7.996 -1.663
H: -0.047 8.425 -1.969
H: 0.783 6.946 -3.742
H: -0.557 6.251 -2.993
H: -0.500 3.894 -2.600
H: 0.328 4.235 -4.171
H: 0.996 3.097 -3.000
H: 2.825 6.485 -2.615
H: 3.431 4.811 -2.577
H: 2.593 5.372 -4.068
H: -0.655 4.812 0.958
H: 0.259 5.793 2.130
H: 0.913 4.275 1.547
H: 2.962 4.072 -1.085
C: -3.511 5.435 3.120
C: -3.496 3.977 3.742
C: -2.186 3.323 3.757
C: -1.226 3.814 4.901
C: -1.817 3.617 6.289
C: -3.275 4.167 6.294
N: -4.069 3.878 5.097
O: -5.434 4.125 5.195
C: -3.862 3.381 7.491
C: -3.257 5.749 6.605
C: -4.345 3.087 2.784
H: -4.488 5.895 2.969
H: -2.850 5.446 2.254
H: -3.076 6.232 3.723
H: -2.348 2.259 3.927
H: -1.642 3.419 2.818
H: -0.987 4.863 4.727
H: -0.279 3.274 4.918
H: -1.261 4.162 7.052
H: -1.779 2.545 6.486
H: -4.932 3.583 7.526
H: -3.953 2.315 7.279
H: -3.372 3.620 8.435
H: -3.280 6.063 7.648
H: -2.659 6.372 5.941
H: -4.206 6.122 6.217
H: -4.047 3.141 1.737
H: -5.348 3.508 2.854
H: -4.496 2.072 3.150
H: -5.772 3.269 5.469
C: -4.295 -4.796 -1.747
C: -3.168 -3.758 -1.603
C: -2.911 -3.154 -3.006
C: -4.021 -2.253 -3.462
C: -4.211 -1.143 -2.371
C: -4.503 -1.591 -0.910
N: -3.470 -2.732 -0.558
O: -3.913 -3.345 0.619
C: -4.236 -0.528 0.181
C: -6.010 -2.055 -0.960
C: -1.853 -4.348 -1.133
H: -3.897 -5.796 -1.920
H: -5.121 -4.702 -2.452
H: -4.667 -5.041 -0.752
H: -1.906 -2.731 -2.991
H: -2.902 -3.942 -3.759
H: -4.895 -2.859 -3.700
H: -3.844 -1.826 -4.449
H: -5.007 -0.449 -2.638
H: -3.252 -0.624 -2.377
H: -3.249 -0.157 -0.092
H: -4.917 0.315 0.058
H: -4.218 -0.898 1.206
H: -6.363 -2.119 0.069
H: -6.702 -1.303 -1.339
H: -6.084 -2.966 -1.555
H: -2.020 -4.762 -0.138
H: -1.082 -3.578 -1.112
H: -1.577 -5.165 -1.800
H: -4.644 -3.821 0.218
C: 0.110 -4.202 -4.191
C: 1.612 -4.451 -4.364
C: 2.098 -5.383 -3.231
C: 3.550 -5.868 -3.366
C: 3.676 -6.599 -4.715
C: 3.105 -5.865 -5.943
N: 1.815 -5.186 -5.638
O: 1.262 -4.449 -6.751
C: 4.091 -4.887 -6.533
C: 2.797 -6.899 -6.984
C: 2.363 -3.131 -4.290
H: -0.342 -5.189 -4.287
H: -0.366 -3.583 -4.951
H: -0.043 -3.719 -3.226
H: 1.835 -4.744 -2.388
H: 1.504 -6.284 -3.082
H: 3.835 -6.587 -2.598
H: 4.291 -5.079 -3.242
H: 3.123 -7.533 -4.613
H: 4.708 -6.951 -4.721
H: 3.652 -4.037 -7.056
H: 4.632 -4.465 -5.687
H: 4.836 -5.388 -7.150
H: 3.663 -7.517 -7.221
H: 1.887 -7.491 -6.885
H: 2.590 -6.417 -7.939
H: 1.766 -2.510 -3.622
H: 2.229 -2.502 -5.170
H: 3.378 -3.199 -3.899
H: 0.482 -4.998 -6.861

Frontier orbital gap (Ha): 0.062
E (eV): -153409.0150
HOMO energy (eV): -11.170
Charge: +2
2S+1: 1

[2]
C16H24MgN2O5S as an isolated structure in a non-equilibrium geometry. Source: the Open Molecules 2025 dataset; level of theory: ωB97M-V/def2-TZVPD.

Atoms and positions in Å:
C: 3.905 -2.360 0.320
S: 4.319 -0.651 -0.030
O: 5.012 -0.128 1.096
O: 4.950 -0.643 -1.321
C: 2.793 0.312 -0.243
C: 3.239 1.799 -0.283
C: 2.853 2.671 0.920
O: 1.742 3.498 0.519
C: 0.583 2.903 0.845
O: -0.065 2.281 0.063
C: 2.117 -0.034 -1.570
C: 0.978 -1.041 -1.277
C: -0.376 -0.533 -1.739
C: -1.537 -1.504 -1.467
C: -2.363 -1.139 -0.224
C: -3.655 -0.438 -0.615
N: -4.394 0.053 0.530
C: -5.720 -0.104 0.755
C: -6.061 0.543 1.955
C: -4.888 1.103 2.463
C: -3.865 0.790 1.569
N: 1.066 -1.202 0.131
C: 1.729 -0.134 0.754
O: 1.472 0.219 1.851
H: 4.585 -2.657 1.113
H: 2.890 -2.502 0.672
H: 4.163 -2.950 -0.563
H: 2.840 2.274 -1.167
H: 4.318 1.851 -0.393
H: 2.605 2.102 1.807
H: 3.675 3.324 1.178
H: 0.283 3.033 1.888
H: 1.595 0.828 -1.970
H: 2.820 -0.314 -2.355
H: 1.108 -1.999 -1.897
H: -0.326 -0.311 -2.805
H: -0.560 0.409 -1.229
H: -2.160 -1.568 -2.353
H: -1.143 -2.514 -1.315
H: -2.621 -2.044 0.319
H: -1.782 -0.491 0.424
H: -4.284 -1.102 -1.195
H: -3.419 0.412 -1.256
H: -6.383 -0.644 0.106
H: -7.037 0.610 2.395
H: -4.786 1.681 3.361
H: -2.828 1.059 1.634
H: 0.330 -1.668 0.646
Mg: 2.287 -3.080 -2.047

Frontier orbital gap (Ha): 0.060
E (eV): -46457.6277
HOMO energy (eV): -12.775
Charge: +2
2S+1: 1

[3]
C22H36FeN4O3PS2 as an isolated structure in a non-equilibrium geometry. Source: the Open Molecules 2025 dataset; level of theory: ωB97M-V/def2-TZVPD.

Atoms and positions in Å:
Fe: 0.596 -0.515 0.566
C: 1.054 -2.608 1.884
C: 1.695 -2.886 0.648
C: 2.904 -2.157 0.609
C: 3.013 -1.422 1.813
C: 1.879 -1.705 2.603
C: 1.624 -1.244 4.008
C: 4.180 -0.556 2.193
C: 3.924 -2.204 -0.494
C: 1.247 -3.858 -0.405
C: -0.150 -3.308 2.447
H: 0.612 -0.841 4.105
H: 2.324 -0.458 4.295
H: 1.730 -2.071 4.723
H: 3.882 0.192 2.930
H: 4.558 -0.019 1.322
H: 5.004 -1.147 2.617
H: 3.697 -1.470 -1.271
H: 3.939 -3.192 -0.967
H: 4.925 -1.989 -0.108
H: 1.834 -4.786 -0.371
H: 1.356 -3.420 -1.401
H: 0.193 -4.114 -0.277
H: -0.755 -2.618 3.041
H: 0.145 -4.143 3.099
H: -0.778 -3.709 1.647
C: 2.137 4.924 -3.258
C: 1.966 3.438 -2.989
O: 2.067 3.230 -1.592
P: 1.472 1.819 -0.944
S: 2.020 1.975 0.940
S: 1.924 0.353 -2.176
O: -0.144 2.112 -1.117
C: -0.622 3.405 -0.764
C: -1.999 3.320 -0.135
H: 2.160 5.111 -4.333
H: 3.070 5.265 -2.807
H: 1.316 5.484 -2.809
H: 2.740 2.853 -3.495
H: 0.997 3.084 -3.359
H: -0.661 4.023 -1.672
H: 0.078 3.877 -0.068
H: -2.696 2.800 -0.795
H: -2.369 4.331 0.046
H: -1.951 2.778 0.807
N: -3.438 2.429 5.122
C: -2.958 1.989 4.153
N: -2.541 1.572 3.006
C: -1.571 0.859 2.569
N: -0.745 0.223 2.048
O: -0.699 -1.317 -0.764
C: -1.737 -1.924 -0.947
C: -2.827 -1.823 0.090
C: -3.510 -0.448 0.044
C: -4.029 -0.058 -1.344
C: -2.887 0.357 -2.288
C: -2.231 -0.808 -3.046
N: -2.173 -2.056 -2.283
H: -2.391 -1.948 1.083
H: -3.570 -2.618 -0.059
H: -2.777 0.295 0.364
H: -4.327 -0.434 0.769
H: -4.721 0.783 -1.238
H: -4.603 -0.888 -1.777
H: -2.106 0.831 -1.691
H: -3.250 1.090 -3.014
H: -1.205 -0.528 -3.291
H: -2.757 -1.021 -3.981
H: -3.085 -2.493 -2.262

Frontier orbital gap (spin up / spin down) (Ha): 0.178 / 0.150
E (eV): -100848.8995
HOMO energy (spin up / spin down) (eV): -0.229 / 0.526
⟨S²⟩: 0.909
Charge: -2
2S+1: 2

[4]
A 8-piece molecular cluster, C20H44F27N3O4P4S overall in a non-equilibrium geometry. Source: the Open Molecules 2025 dataset; level of theory: ωB97M-V/def2-TZVPD.

Atoms and positions in Å:
C: 2.564 2.459 3.534
C: 1.366 3.094 2.855
O: 0.574 2.385 2.139
N: 1.352 4.596 2.844
H: 1.928 5.023 3.555
H: 1.715 4.938 1.966
C: -0.065 5.111 3.096
H: 2.250 1.930 4.433
H: 3.341 3.112 3.931
H: 2.976 1.731 2.836
H: -0.318 4.950 4.144
H: -0.726 4.639 2.369
H: 0.020 6.180 2.899
C: 1.409 -12.449 -1.065
C: 2.361 -11.222 -0.912
C: 1.468 -9.887 -0.698
N: 2.239 -8.606 -0.131
C: 2.538 -8.925 1.346
C: 1.426 -7.281 -0.134
C: 2.367 -6.157 -0.283
C: 3.434 -6.699 -1.227
C: 3.518 -8.232 -0.901
H: 0.513 -12.288 -1.664
H: 0.906 -12.637 -0.117
H: 1.866 -13.320 -1.534
H: 2.906 -11.160 -1.854
H: 3.208 -11.260 -0.228
H: 0.678 -10.077 0.029
H: 0.921 -9.640 -1.608
H: 3.373 -9.623 1.402
H: 1.631 -9.180 1.896
H: 2.961 -8.048 1.836
H: 0.723 -7.357 0.695
H: 0.784 -7.320 -1.014
H: 2.603 -5.785 0.713
H: 1.844 -5.371 -0.829
H: 4.377 -6.166 -1.108
H: 3.151 -6.558 -2.270
H: 4.275 -8.470 -0.154
H: 3.574 -8.888 -1.770
C: -5.470 1.841 -2.558
C: -5.285 0.972 -3.900
C: -4.322 1.736 -4.777
N: -3.654 0.892 -5.915
C: -4.708 0.339 -6.870
C: -2.620 1.703 -6.702
C: -1.318 1.806 -5.854
C: -1.377 0.404 -5.284
C: -2.748 -0.191 -5.366
H: -4.498 2.073 -2.123
H: -6.082 1.251 -1.875
H: -6.056 2.754 -2.662
H: -6.240 1.071 -4.416
H: -5.021 -0.063 -3.682
H: -3.541 2.140 -4.132
H: -4.900 2.589 -5.132
H: -5.404 1.160 -7.040
H: -5.184 -0.437 -6.271
H: -4.260 -0.119 -7.752
H: -2.425 1.097 -7.586
H: -3.250 2.561 -6.935
H: -0.457 2.022 -6.486
H: -1.379 2.569 -5.078
H: -0.608 -0.259 -5.681
H: -1.249 0.519 -4.208
H: -2.795 -0.989 -6.107
H: -3.115 -0.465 -4.377
C: -4.527 9.428 -2.471
F: -3.711 8.386 -2.077
F: -5.849 9.231 -2.354
F: -4.346 10.566 -1.721
S: -4.104 9.872 -4.287
O: -2.867 10.660 -4.240
O: -3.962 8.605 -5.038
O: -5.272 10.615 -4.722
P: 3.979 8.225 7.213
F: 4.932 7.796 8.433
F: 3.485 6.720 7.181
F: 2.799 8.618 8.260
F: 3.052 8.710 5.969
F: 4.636 9.668 7.248
F: 5.135 7.808 6.086
P: 4.426 -4.664 8.122
F: 5.446 -5.499 9.133
F: 5.297 -3.249 8.121
F: 5.409 -5.210 6.942
F: 3.499 -4.058 6.945
F: 3.619 -6.069 7.972
F: 3.411 -4.279 9.397
P: 6.013 4.770 -2.272
F: 6.236 4.302 -3.754
F: 6.510 6.307 -2.707
F: 4.452 5.217 -2.536
F: 5.600 5.251 -0.744
F: 5.523 3.213 -1.909
F: 7.577 4.475 -1.788
P: -6.626 4.004 6.502
F: -8.083 4.767 6.575
F: -7.369 2.972 5.446
F: -6.249 4.963 5.150
F: -5.268 3.249 6.319
F: -5.975 5.021 7.542
F: -6.894 3.094 7.817

Frontier orbital gap (Ha): 0.181
E (eV): -155495.3140
Energy above the lowest of the compared OMol25 structures with the same formula, charge and spin (kcal per mole): 203.1
HOMO energy (eV): -4.822
Charge: -2
2S+1: 1